The following is a DFT calculation (the ωB97M-V functional and the def2-TZVPD basis) of a single C3H5NO2 molecule.

Calculated values
energy = -322.402667 a.u.
SMILES string = O[C@H]1C=NOC1
relative energy (zero: lowest compared OMol25 entry of this formula, charge and spin) = 450.7 kJ/mol
maximum force = 6.0 eV/Å
Kohn-Sham gap = 10.474 eV

Last column: Mulliken charge in e.
Element x y z (Å)
O 2.05929 0.00863 -0.35410  -0.48
C 0.73771 -0.10913 0.40376  0.42
C 0.02425 1.11528 0.04562  -0.40
N -1.17736 0.90078 -0.05618  -0.23
O -1.56140 -0.40220 -0.31394  -0.19
C -0.40382 -1.17369 0.15626  -0.50
H 2.21954 -0.97859 -0.21445  0.34
H 0.82247 0.01454 1.54064  0.19
H 0.10035 2.26295 0.31005  0.31
H -0.19414 -1.90249 -0.61482  0.31
H -0.83863 -1.54806 1.08230  0.23